1 | This record from OMol25 describes 2 unconnected molecules or ions with the total composition C4H11N2. The level of theory is wB97M-V/def2-TZVPD.

CARTESIAN COORDINATES (ANGSTROEM)
C (1.93160, -1.64277, 0.79538)
N (0.96539, -1.81713, -0.00878)
H (2.29093, -0.63445, 0.96393)
H (2.38269, -2.50616, 1.26972)
H (0.60374, -2.77006, -0.12142)
H (0.43935, -0.91863, -0.46818)
C (-1.00323, 0.94908, 1.23496)
C (-1.40798, 0.61132, -0.19003)
C (0.13765, 1.12405, -1.88161)
N (-0.23069, 0.28155, -1.01445)
H (-1.87683, 1.25163, 1.80721)
H (-0.47638, 0.13434, 1.73012)
H (-0.32442, 1.80746, 1.24639)
H (-1.93140, 1.44196, -0.66705)
H (-2.09104, -0.23920, -0.18346)
H (-0.42338, 2.04117, -2.04279)
H (1.01400, 0.88582, -2.46994)

Output
Gap between HOMO and LUMO in eV: 10.43
HOMO level in eV: -14.88
Total charge: +1

---

2 | This record from OMol25 describes 2 unconnected molecules or ions with the total composition C4H11N2. The level of theory is wB97M-V/def2-TZVPD.

CARTESIAN COORDINATES (ANGSTROEM)
C (2.28928, 1.48170, -0.99181)
C (-1.30033, -2.65662, 1.65140)
C (0.29972, 2.61570, -1.30804)
C (-0.87887, -1.00294, 0.07871)
N (-0.41228, -1.57835, 1.12937)
N (1.04722, 1.39670, -0.94961)
H (3.02874, 0.69592, -0.51421)
H (2.72681, 2.37775, -1.27631)
H (-0.72147, -3.40982, 2.22809)
H (-1.89222, -2.11183, 2.37108)
H (-1.94734, -3.18987, 0.93728)
H (-0.37085, 2.74467, -0.52225)
H (-0.18075, 2.53676, -2.28253)
H (0.97646, 3.51944, -1.41313)
H (-0.34301, -0.15127, -0.29083)
H (-2.00199, -0.99367, -0.15536)
H (0.45290, -1.29827, 1.51071)

Output
Gap between HOMO and LUMO in eV: 8.21
HOMO level in eV: -13.42
Total charge: +1

---

The most stable arrangement is 1, and the next structure is 154.0 kJ/mol less stable.

---

1 | This record from OMol25 describes 2 unconnected molecules or ions with the total composition C5H15NO. The level of theory is wB97M-V/def2-TZVPD.

CARTESIAN COORDINATES (ANGSTROEM)
C (-0.77671, -2.12896, -0.48934)
N (-0.92396, -0.99685, 0.43534)
C (-0.22880, 0.20437, -0.02369)
C (1.26783, 0.24882, 0.43997)
C (2.14142, -0.91637, -0.01590)
C (1.91656, 1.57432, 0.09401)
H (0.02990, -1.94488, -1.18969)
H (-1.65671, -2.25780, -1.12954)
H (-0.59000, -3.06717, 0.03955)
H (-1.88317, -0.93301, 0.72940)
H (-0.62539, 1.09748, 0.44928)
H (-0.31283, 0.30431, -1.11116)
H (1.09279, 0.28160, 1.51279)
H (3.18469, -0.90388, 0.29514)
H (2.05341, -1.06398, -1.08993)
H (1.87090, -1.89967, 0.40514)
H (1.34530, 2.37118, 0.57360)
H (2.07725, 1.75269, -0.96992)
H (2.92786, 1.52104, 0.51517)
H (-2.91166, 0.86833, -0.26935)
H (-3.58823, 2.28818, -0.27285)
O (-2.75471, 1.81066, -0.21186)

Output
Gap between HOMO and LUMO in eV: 9.17
HOMO level in eV: -8.49
Structure (SMILES): CNCC(C)C.O

---

2 | This record from OMol25 describes 2 unconnected molecules or ions with the total composition C5H15NO. The level of theory is wB97M-V/def2-TZVPD.

CARTESIAN COORDINATES (ANGSTROEM)
C (-0.48383, 0.48553, 1.60339)
C (-1.70186, 0.64750, 0.71812)
C (-2.52571, -0.63087, 0.63916)
N (0.45513, 1.61457, 1.39945)
H (-0.78936, 0.39844, 2.65493)
H (0.04611, -0.44384, 1.38493)
H (-1.37997, 0.93581, -0.28400)
H (-2.33375, 1.46436, 1.07820)
H (-1.94229, -1.42465, 0.16717)
H (-2.85115, -0.98584, 1.61875)
H (-3.42195, -0.49897, 0.03210)
H (1.10042, 1.08583, -0.34356)
H (-0.06633, 2.47191, 1.56559)
H (1.19159, 1.57146, 2.09864)
C (1.53271, -0.64847, -1.12452)
O (1.18402, 0.71146, -1.23979)
C (2.17088, -1.10094, -2.43473)
H (0.63464, -1.25991, -0.95657)
H (2.22918, -0.82973, -0.30110)
H (2.42215, -2.15909, -2.40354)
H (3.05872, -0.49634, -2.62411)
H (1.47068, -0.90821, -3.24851)

Output
Gap between HOMO and LUMO in eV: 10.58
HOMO level in eV: -9.59
Structure (SMILES): CCCN.CCO

---

3 | This record from OMol25 describes 2 unconnected molecules or ions with the total composition C5H15NO. The level of theory is wB97M-V/def2-TZVPD.

CARTESIAN COORDINATES (ANGSTROEM)
C (0.70348, -2.46145, 0.46998)
C (1.37537, -1.32301, 1.20158)
C (0.52260, -0.04738, 1.22021)
C (0.67347, 0.73206, -0.06675)
N (-0.49323, 1.60167, -0.30683)
C (-0.24016, 2.70058, -1.19536)
H (-0.28756, -2.74644, 0.83092)
H (1.25061, -3.40094, 0.57499)
H (0.66466, -2.30793, -0.61053)
H (1.66850, -1.61658, 2.21155)
H (2.33114, -1.08776, 0.71605)
H (-0.51925, -0.33457, 1.33705)
H (0.71926, 0.54863, 2.10415)
H (1.58480, 1.34591, -0.08340)
H (0.71029, 0.04527, -0.89950)
H (-0.87036, 1.93665, 0.56972)
H (-1.14888, 3.23845, -1.37922)
H (0.58266, 3.36791, -0.89330)
H (0.07451, 2.37527, -2.19316)
H (-1.36805, -0.64680, -1.18195)
H (-2.76644, -0.48648, -0.63289)
O (-2.20249, -1.11702, -1.09096)

Output
Gap between HOMO and LUMO in eV: 10.07
HOMO level in eV: -9.07
Structure (SMILES): CCCCNC.O

---

4 | This record from OMol25 describes 2 unconnected molecules or ions with the total composition C5H15NO. The level of theory is wB97M-V/def2-TZVPD.

CARTESIAN COORDINATES (ANGSTROEM)
C (-0.61671, 0.00429, -1.13274)
N (-0.16026, -1.07573, -0.29894)
C (-1.09085, -1.44954, 0.73488)
C (1.25650, 0.44612, 1.20002)
C (1.18145, -0.72587, 0.20795)
C (1.84329, -2.02620, 0.77994)
H (0.06796, 0.38829, -1.88744)
H (-1.49452, -0.31389, -1.70473)
H (-1.04176, 0.90690, -0.65132)
H (-1.97643, -1.77450, 0.22245)
H (-1.45132, -0.65575, 1.40353)
H (-0.75759, -2.31870, 1.29604)
H (1.19786, 1.29652, 0.50937)
H (2.19586, 0.60827, 1.71297)
H (0.37587, 0.50197, 1.83637)
H (1.79615, -0.48724, -0.65915)
H (2.83935, -2.15935, 0.36193)
H (1.80070, -2.02886, 1.85517)
H (1.28460, -2.82435, 0.28635)
H (-2.25112, 5.11194, -2.50913)
H (-2.18983, 3.92909, -1.68383)
O (-2.80921, 4.64658, -1.87967)

Output
Gap between HOMO and LUMO in eV: 9.26
HOMO level in eV: -8.63
Structure (SMILES): CC(C)N(C)C.O

---

The most stable arrangement is 2, and the next structure is 19.6 kJ/mol less stable.

---

1 | This record from OMol25 describes C5H6O in the gas phase. The level of theory is wB97M-V/def2-TZVPD.

CARTESIAN COORDINATES (ANGSTROEM)
O (0.99000, 1.20864, -1.75013)
C (0.47651, 0.42777, -0.99629)
C (-1.02235, 0.38586, -0.64580)
C (-0.90772, 0.19860, 0.84245)
C (0.26509, -0.34020, 1.18076)
C (1.11097, -0.64056, -0.02630)
H (-1.45415, -0.46160, -1.20047)
H (-1.58747, 1.27979, -0.92401)
H (-1.61312, 0.63258, 1.53953)
H (0.65569, -0.41251, 2.18950)
H (2.17999, -0.62995, 0.21489)
H (0.90551, -1.64478, -0.43315)

Output
Gap between HOMO and LUMO in eV: 10.69
HOMO level in eV: -9.68
Structure (SMILES): O=C1CC=CC1

---

2 | This record from OMol25 describes C5H6O in the gas phase. The level of theory is wB97M-V/def2-TZVPD.

CARTESIAN COORDINATES (ANGSTROEM)
C (2.82069, -0.03474, 0.17920)
C (1.54317, -0.00959, 0.27395)
C (0.30433, 0.03251, 0.28688)
C (-0.89725, 0.20713, -0.17982)
O (-1.16191, 1.14312, -1.09733)
C (-2.05366, -0.53966, 0.28429)
H (3.28999, -0.90139, 0.58474)
H (-0.28087, 1.49366, -1.34531)
H (3.43369, 0.76965, -0.17804)
H (-1.70689, -1.39096, 0.86361)
H (-2.67552, 0.09970, 0.91214)
H (-2.61576, -0.86943, -0.58431)

Output
Gap between HOMO and LUMO in eV: 8.88
HOMO level in eV: -8.11
Structure (SMILES): C=C=C=C(C)O

---

The most stable arrangement is 1, and the next structure is 198.5 kJ/mol less stable.